Molecular formula: C39H85BNO25P5S2
Method: DFT, the ωB97M-V functional and the def2-TZVPD basis

Cartesian coordinates (Å):
C  0.7997  1.1008  8.0459
C  0.2109  0.6937  6.8401
C  -0.7341  -0.5079  6.6327
B  -0.6907  -1.4838  7.9164
O  -1.9093  -1.8145  8.5479
C  0.6418  -2.1311  8.5322
C  0.2612  -3.2754  9.5525
N  -0.2452  -1.4076  5.5461
C  -1.2964  -1.8480  4.6844
O  -1.1927  -2.3381  3.6297
C  -2.6136  -1.4710  5.4716
S  -4.1750  -1.5295  4.5258
C  -4.8388  -3.2392  4.7910
C  -6.3413  -3.2391  5.1460
O  -6.9245  -4.2638  5.0672
O  -6.9802  -2.0998  5.5058
C  -7.8950  -2.2985  6.5986
C  -7.6388  -1.1072  7.5985
C  -6.3759  -1.5179  8.4245
O  -7.3738  0.0330  6.7753
C  -7.5350  1.2110  7.4324
O  -7.6810  1.3300  8.5980
C  -7.4613  2.4661  6.5221
S  -6.6093  3.8438  7.3833
C  -2.1225  -0.1167  6.0440
P  -3.2371  0.9928  7.0106
O  -2.7836  2.3694  6.7329
O  -3.1488  0.7963  8.6346
O  -4.7762  0.9240  6.4890
H  0.3629  1.7874  8.7906
H  1.8375  0.7595  8.2392
H  0.4690  1.2789  5.9303
H  -1.9052  -1.3850  9.4194
H  1.3286  -2.5502  7.7706
H  1.2075  -1.3766  9.1150
H  -0.1470  -2.8506  10.4878
H  1.1477  -3.8669  9.8392
H  -0.4919  -3.9140  9.0592
H  0.4300  -2.1143  5.8158
H  -2.7261  -2.3341  6.1611
H  -4.3307  -3.7360  5.6394
H  -4.6486  -3.8113  3.8708
H  -7.7188  -3.2317  7.1523
H  -8.9488  -2.2229  6.2752
H  -8.5145  -0.9504  8.2520
H  -5.8910  -0.6495  8.8998
H  -5.6456  -1.9371  7.6919
H  -6.6028  -2.3396  9.1226
H  -8.4573  2.7800  6.1677
H  -6.8839  2.2077  5.6139
H  -5.3088  3.6379  7.0151
H  -1.9260  0.4950  5.1364
H  -2.3418  1.2875  8.8728
H  -5.0905  0.0094  6.6436
C  3.0081  -0.9102  -0.5137
C  2.9822  -1.7370  -1.7872
O  1.7332  -2.4038  -1.9655
P  0.4151  -1.4916  -2.3635
O  0.7193  -1.1947  -3.8083
O  -0.6963  -2.6783  -2.6312
C  -1.3575  -2.8372  -3.8830
C  -0.6613  -3.8920  -4.7197
O  -0.0748  -1.3856  -0.7802
C  -0.8420  -2.3774  -0.0858
C  -0.1182  -3.6893  0.1203
H  2.3079  -0.0722  -0.5757
H  4.0059  -0.5051  -0.3371
H  2.7128  -1.5126  0.3459
H  3.1972  -1.1121  -2.6593
H  3.7496  -2.5107  -1.7365
H  -1.4410  -1.8894  -4.4137
H  -2.3775  -3.1657  -3.6660
H  0.3989  -3.6677  -4.8461
H  -1.1215  -3.9728  -5.7061
H  -0.7189  -4.8647  -4.2266
H  -1.8090  -2.5205  -0.5665
H  -1.0584  -1.9479  0.8951
H  0.0648  -4.2083  -0.8194
H  -0.7171  -4.3456  0.7547
H  0.8494  -3.5263  0.5973
C  4.6049  1.7100  -9.5153
C  5.8733  1.9739  -8.7232
O  5.9759  1.1246  -7.5810
P  6.2957  -0.4753  -7.8308
O  7.7561  -0.4048  -8.1908
O  6.4964  -0.9851  -6.2761
C  7.7068  -1.5806  -5.8188
C  8.5835  -0.5463  -5.1414
O  4.6861  -0.8794  -7.7583
C  3.9474  -1.1101  -6.5519
C  3.7831  0.1148  -5.6810
H  4.6262  0.7156  -9.9704
H  4.4886  2.4450  -10.3134
H  3.7283  1.7484  -8.8678
H  6.7578  1.8528  -9.3559
H  5.8673  3.0005  -8.3547
H  8.2318  -2.0899  -6.6268
H  7.4298  -2.3492  -5.0920
H  8.7724  0.3076  -5.7935
H  9.5410  -0.9801  -4.8472
H  8.0880  -0.1561  -4.2499
H  4.3704  -1.9462  -5.9963
H  2.9564  -1.4387  -6.8743
H  4.7315  0.4532  -5.2657
H  3.1136  -0.1102  -4.8481
H  3.3635  0.9437  -6.2532
C  10.3969  -1.4116  -9.6847
C  11.5458  -2.4037  -9.6844
O  11.2003  -3.6199  -10.3499
P  11.0414  -3.5873  -11.9906
O  12.4874  -3.5089  -12.4019
O  10.8243  -5.1884  -12.3192
C  11.7002  -5.9180  -13.1734
C  12.7359  -6.6648  -12.3570
O  9.3926  -3.3873  -11.8934
C  8.4450  -4.4435  -11.7234
C  8.5411  -5.1522  -10.3898
H  10.1798  -1.0647  -10.6997
H  10.6373  -0.5404  -9.0739
H  9.4871  -1.8694  -9.3012
H  12.4364  -1.9679  -10.1475
H  11.8020  -2.6668  -8.6570
H  12.1614  -5.2711  -13.9187
H  11.0858  -6.6383  -13.7206
H  13.2824  -5.9937  -11.6930
H  13.4511  -7.1727  -13.0064
H  12.2516  -7.4090  -11.7211
H  8.4949  -5.1433  -12.5570
H  7.4629  -3.9682  -11.7916
H  9.4719  -5.7074  -10.2875
H  7.7158  -5.8600  -10.2863
H  8.4955  -4.4361  -9.5674
C  -8.8769  8.4397  2.2773
C  -8.1226  7.8079  3.4342
O  -8.6776  8.1737  4.6968
P  -10.1395  7.5336  5.1160
O  -9.7310  6.1221  5.4464
O  -10.2877  8.0713  6.6660
C  -10.4288  7.1813  7.7701
C  -9.0870  6.9432  8.4322
O  -10.9570  8.8783  4.5749
C  -11.1555  10.0772  5.3289
C  -9.8830  10.8412  5.6238
H  -9.8923  8.0394  2.2056
H  -8.3682  8.2432  1.3320
H  -8.9655  9.5178  2.4145
H  -8.1067  6.7182  3.3381
H  -7.0890  8.1559  3.4303
H  -10.9047  6.2478  7.4716
H  -11.1031  7.6616  8.4846
H  -8.3424  6.5889  7.7180
H  -9.1748  6.2103  9.2362
H  -8.6993  7.8751  8.8500
H  -11.7220  9.8714  6.2363
H  -11.8009  10.7068  4.7109
H  -9.2244  10.2951  6.2968
H  -10.1256  11.7963  6.0944
H  -9.3257  11.0335  4.7057

Calculated values
SMILES	C=C[C@]1(B(O)CC)NC(=O)[C@H](SCC(=O)OC[C@@H](C)OC(=O)CS)[C@H]1P(=O)(O)O.CCOP(=O)(OCC)OCC.CCOP(=O)(OCC)OCC.CCOP(=O)(OCC)OCC.CCOP(=O)(OCC)OCC
total charge	0
HOMO energy	-8.1	eV
Kohn-Sham gap	6.70	eV
LUMO	-0.0503	Eh
largest force on an atom	8.00	eV/Å

=====

Molecular formula: C39H86F4N9O15S4
Method: DFT, the ωB97M-V functional and the def2-TZVPD basis

Cartesian coordinates (Å):
C  2.8827  0.3308  6.4655
C  2.8977  1.8156  6.3948
O  1.9433  2.5492  6.2308
N  4.3408  2.4532  6.4366
H  4.7343  2.1289  7.3084
H  4.8747  2.0906  5.6597
C  4.2980  4.0016  6.4108
H  3.2212  0.0814  7.4711
H  3.4758  -0.3019  5.8051
H  1.8619  0.0066  6.2631
H  3.6853  4.4993  5.6591
H  5.2920  4.4482  6.3862
H  3.9633  4.3699  7.3806
C  -2.2013  -3.5420  3.8112
C  -2.3589  -2.3426  4.7454
O  -3.4194  -1.9826  5.2067
N  -1.0608  -1.4840  5.0499
H  -0.3378  -2.1332  5.3255
H  -0.6952  -1.1665  4.1636
C  -1.3847  -0.3366  6.0529
H  -2.5816  -3.3434  2.8092
H  -2.9486  -4.2267  4.2123
H  -1.2343  -4.0266  3.6760
H  -0.4632  0.2422  6.1153
H  -1.4945  -0.9288  6.9614
H  -2.2857  0.1268  5.6510
C  -2.5886  5.0894  -1.6227
C  -2.8435  3.5770  -1.4764
O  -2.0290  2.8317  -1.0089
N  -4.1380  3.0457  -2.0049
H  -4.8327  3.7709  -1.8975
H  -3.9245  2.9408  -2.9865
C  -4.8011  1.8396  -1.3266
H  -2.9539  5.4750  -0.6709
H  -3.0855  5.6284  -2.4293
H  -1.5012  5.1588  -1.5942
H  -5.8107  1.6678  -1.6999
H  -4.8780  2.1175  -0.2754
H  -4.1520  0.9654  -1.3776
C  3.9750  4.1231  2.3426
C  2.5422  4.5325  1.9758
O  1.8159  3.7977  1.3210
N  2.0039  5.7898  2.5756
H  2.6679  6.3093  3.1318
H  1.7235  6.4329  1.8491
C  0.8936  5.5099  3.6075
H  4.2237  3.1388  1.9458
H  4.0534  4.1910  3.4277
H  4.6664  4.7656  1.7974
H  1.3339  5.3773  4.5958
H  0.4277  4.5301  3.5031
H  0.2854  6.4118  3.6758
C  1.9774  1.6791  -1.1374
C  2.4801  2.1023  -2.5393
C  1.2808  2.3870  -3.4894
C  1.4591  3.3648  -4.6131
C  2.1469  4.7279  -4.2451
C  2.7363  4.7850  -2.8468
N  3.2234  3.4706  -2.4165
O  4.3571  3.5120  -1.7108
C  1.5419  5.2734  -1.8866
C  3.8456  5.8862  -2.9955
C  3.3855  1.0247  -3.2439
H  2.7305  1.5576  -0.3589
H  1.3304  0.8125  -1.2744
H  1.3286  2.4383  -0.7007
H  0.4060  2.7687  -2.9630
H  0.9138  1.4848  -3.9788
H  0.6215  3.4739  -5.3020
H  2.2303  2.8722  -5.2052
H  1.4087  5.4999  -4.4620
H  2.8398  5.0103  -5.0378
H  1.9232  5.4751  -0.8856
H  0.7440  4.5560  -1.6950
H  1.1212  6.2500  -2.1260
H  4.4802  5.8670  -2.1095
H  3.5009  6.9025  -3.1861
H  4.5251  5.6454  -3.8131
H  4.0563  0.4015  -2.6526
H  4.1356  1.5139  -3.8652
H  2.6780  0.3470  -3.7216
C  2.8732  -6.3771  1.8066
C  2.3956  -5.6289  0.5554
C  0.9225  -5.0992  0.8267
C  0.9420  -3.8203  1.5784
C  1.8433  -2.7191  1.0066
C  3.3069  -3.0541  0.8974
N  3.3306  -4.4557  0.2711
O  4.1102  -4.6761  -0.8556
C  4.0787  -2.8437  2.1851
C  3.7813  -2.0078  -0.2064
C  2.2059  -6.6026  -0.7486
H  3.1306  -5.7148  2.6332
H  3.8416  -6.8037  1.5453
H  2.2283  -7.2061  2.0982
H  0.3423  -5.9352  1.2174
H  0.3312  -5.1637  -0.0867
H  1.1452  -4.1660  2.5920
H  -0.0776  -3.4723  1.7437
H  1.7458  -1.8503  1.6575
H  1.3319  -2.3437  0.1203
H  5.0549  -3.2901  1.9957
H  3.6724  -3.2806  3.0973
H  4.1841  -1.8233  2.5536
H  4.8224  -2.1863  -0.4753
H  3.6886  -1.0177  0.2398
H  3.2121  -2.0803  -1.1332
H  1.9330  -5.8128  -1.4484
H  1.3863  -7.3186  -0.8093
H  3.1277  -7.0452  -1.1262
C  -2.8962  -4.1140  -6.6969
C  -3.4527  -3.1232  -5.6240
C  -3.9999  -4.0407  -4.4268
C  -4.2901  -3.4159  -3.0873
C  -3.6430  -2.0437  -2.8878
C  -2.3128  -1.7316  -3.6261
N  -2.2974  -2.2686  -5.0985
O  -1.4628  -1.6444  -6.0373
C  -1.1738  -2.4994  -2.8225
C  -2.1188  -0.1679  -3.6097
C  -4.6724  -2.2644  -6.0552
H  -2.8689  -3.5738  -7.6432
H  -3.5696  -4.9588  -6.8420
H  -1.9572  -4.5633  -6.3738
H  -3.2489  -4.8109  -4.2506
H  -4.8776  -4.6631  -4.6010
H  -3.9170  -4.1254  -2.3488
H  -5.3595  -3.4178  -2.8763
H  -3.7474  -1.9027  -1.8120
H  -4.3775  -1.2982  -3.1926
H  -1.5925  -3.4833  -2.6109
H  -0.9985  -1.9759  -1.8827
H  -0.3476  -2.3415  -3.5158
H  -1.1414  0.1039  -4.0084
H  -2.0057  0.1893  -2.5861
H  -2.8659  0.4410  -4.1187
H  -5.1464  -1.5938  -5.3384
H  -5.4061  -2.9943  -6.3973
H  -4.5035  -1.7104  -6.9785
N  -0.5966  -0.3849  2.7200
S  -1.3532  -0.3182  1.2015
O  -0.4791  -0.6200  0.1054
O  -2.4346  0.5885  0.9384
F  -2.1050  -1.6936  1.2111
S  0.1825  0.9236  2.5727
O  -0.4289  2.2628  2.3798
O  1.3721  0.7711  1.7186
F  0.6830  0.8570  4.0997
N  -7.0830  -2.0651  1.6338
S  -6.8625  -2.7569  0.1065
O  -6.3130  -4.0791  0.2336
O  -6.4041  -1.9825  -0.9522
F  -8.3320  -3.0956  -0.3426
S  -5.8156  -1.3052  1.6050
O  -5.7292  -0.0245  0.9140
O  -4.6077  -2.0853  1.7850
F  -5.8200  -0.6412  3.1183

Calculated values
total charge	+5
HOMO energy	-16.7	eV
Kohn-Sham gap	3.02	eV
LUMO	-0.5019	Eh
largest force on an atom	9.99	eV/Å

=====

Molecular formula: C39H86GaIN13O15S
Method: DFT, the ωB97M-V functional and the def2-TZVPD basis

Cartesian coordinates (Å):
N  -1.6035  -0.1071  4.5319
C  -1.9431  0.9647  4.2395
O  -2.2382  2.1308  3.8275
Ga  -3.9203  2.1853  2.8932
I  -5.7106  1.5582  4.6332
C  -4.1777  4.0877  2.2212
O  -3.1440  5.0162  2.5809
C  -2.1503  5.0804  1.6180
O  -1.5996  3.8294  1.2991
C  -0.2798  3.6458  1.7942
C  0.1746  2.2282  1.4308
O  0.6202  1.5031  2.5556
N  -3.7779  0.9143  1.3714
C  -4.8263  0.7841  0.8299
S  -6.0890  0.4805  -0.1338
H  -5.0854  4.4364  2.7163
H  -4.3395  4.0787  1.1363
H  -2.5509  5.5117  0.6853
H  -1.3653  5.7437  1.9939
H  -0.2363  3.7039  2.8873
H  0.3961  4.4096  1.3912
H  0.9825  2.2907  0.7045
H  -0.6800  1.6786  1.0351
H  1.4836  1.8528  2.8048
C  3.6826  2.0201  1.0639
O  2.9534  2.8185  1.6424
N  4.9724  2.2477  0.7634
C  5.7931  1.2634  0.0790
C  5.5584  3.5200  1.1370
H  3.3025  1.0368  0.7591
H  6.6468  0.9941  0.6936
H  6.1515  1.6848  -0.8674
H  5.2114  0.3695  -0.1269
H  5.4978  3.6591  2.2176
H  5.0140  4.3378  0.6608
H  6.6010  3.5466  0.8256
C  -4.9078  -3.7064  -3.6313
O  -4.7488  -4.2599  -4.7167
N  -6.0807  -3.3113  -3.1355
C  -6.1873  -2.6616  -1.8364
C  -7.2886  -3.5375  -3.9142
H  -4.0616  -3.4900  -2.9613
H  -6.8265  -3.2568  -1.1825
H  -6.6214  -1.6710  -1.9545
H  -5.2078  -2.5597  -1.3772
H  -7.4160  -4.6044  -4.1026
H  -7.2166  -3.0263  -4.8744
H  -8.1479  -3.1595  -3.3677
C  3.0452  -1.8855  1.0725
O  3.4296  -0.7704  1.3920
N  1.8670  -2.4077  1.4373
C  1.4547  -3.7322  1.0302
C  0.9702  -1.6072  2.2758
H  3.6525  -2.5609  0.4447
H  0.5293  -3.6742  0.4533
H  1.2823  -4.3564  1.9097
H  2.2258  -4.1942  0.4149
H  0.7151  -0.6760  1.7761
H  1.4621  -1.3549  3.2132
H  0.0633  -2.1691  2.4829
C  -6.8905  1.4030  8.4728
O  -6.4408  1.4719  7.3457
N  -7.7372  0.4376  8.8903
C  -8.2474  0.3925  10.2441
C  -8.1363  -0.5810  7.9343
H  -6.6388  2.1335  9.2601
H  -7.9520  -0.5488  10.7193
H  -9.3397  0.4562  10.2329
H  -7.8495  1.2272  10.8264
H  -7.2580  -1.1122  7.5652
H  -8.6323  -0.1184  7.0798
H  -8.8144  -1.2843  8.4131
C  8.9923  -0.9251  -0.1709
O  8.1262  -0.6521  0.6362
N  10.0574  -0.1483  -0.4466
C  11.0412  -0.5213  -1.4418
C  10.2089  1.1028  0.2744
H  8.9672  -1.8520  -0.7699
H  12.0311  -0.6070  -0.9868
H  11.0701  0.2379  -2.2251
H  10.7736  -1.4753  -1.8903
H  10.2775  0.9106  1.3459
H  9.3415  1.7409  0.0994
H  11.1086  1.6115  -0.0630
C  -7.7671  2.1534  13.3903
O  -7.5549  2.6360  12.2950
N  -8.1696  2.8524  14.4680
C  -8.4081  2.2245  15.7509
C  -8.3686  4.2858  14.3287
H  -7.6428  1.0752  13.5918
H  -9.4454  2.3774  16.0562
H  -7.7502  2.6566  16.5078
H  -8.2146  1.1558  15.6859
H  -9.1234  4.4846  13.5676
H  -7.4389  4.7619  14.0166
H  -8.6907  4.7036  15.2793
C  8.9362  -1.5004  -4.9696
O  9.2630  -0.3793  -4.6178
N  7.8305  -2.1441  -4.5660
C  7.5051  -3.4742  -5.0359
C  6.9260  -1.4874  -3.6201
H  9.5497  -2.0940  -5.6708
H  6.5412  -3.4637  -5.5483
H  7.4471  -4.1655  -4.1924
H  8.2684  -3.8263  -5.7279
H  6.5705  -0.5621  -4.0380
H  7.4721  -1.2648  -2.7016
H  6.0846  -2.1343  -3.3977
C  4.7939  1.2422  -3.7835
O  4.6102  0.0944  -3.4131
N  3.9143  1.9807  -4.4748
C  4.2110  3.3430  -4.8838
C  2.6303  1.3939  -4.8184
H  5.7348  1.7801  -3.5708
H  3.4835  4.0282  -4.4508
H  4.1675  3.4174  -5.9733
H  5.1999  3.6297  -4.5490
H  2.0986  1.1040  -3.9119
H  2.7795  0.4999  -5.4255
H  2.0368  2.1161  -5.3729
C  6.6184  6.0076  -3.9533
O  5.4256  5.9631  -4.1860
N  7.5652  6.3110  -4.8621
C  8.9743  6.3458  -4.5268
C  7.1505  6.6121  -6.2219
H  7.0301  5.7942  -2.9523
H  9.3788  7.3432  -4.7114
H  9.5224  5.6238  -5.1355
H  9.1147  6.0981  -3.4768
H  6.4758  7.4687  -6.2245
H  6.6187  5.7602  -6.6469
H  8.0241  6.8347  -6.8293
C  -5.6211  -8.6352  -2.8656
O  -6.7070  -8.0916  -2.9206
N  -4.5986  -8.4011  -3.7095
C  -3.3299  -9.0851  -3.5885
C  -4.7820  -7.4248  -4.7762
H  -5.3804  -9.3887  -2.0945
H  -2.5277  -8.3616  -3.4272
H  -3.1182  -9.6477  -4.5010
H  -3.3546  -9.7757  -2.7475
H  -5.0193  -6.4543  -4.3535
H  -5.6113  -7.7343  -5.4145
H  -3.8742  -7.3464  -5.3690
C  -6.3002  -3.5827  -7.7657
O  -7.4278  -3.5665  -8.2301
N  -5.1833  -3.3221  -8.4743
C  -3.8647  -3.3550  -7.8699
C  -5.3141  -3.0005  -9.8828
H  -6.0956  -3.8178  -6.7102
H  -3.3902  -2.3756  -7.9683
H  -3.2495  -4.1040  -8.3754
H  -3.9399  -3.6090  -6.8139
H  -5.9359  -2.1128  -10.0079
H  -5.7932  -3.8256  -10.4122
H  -4.3300  -2.8179  -10.3082

Calculated values
total charge	-1
HOMO energy	-5.1	eV
Kohn-Sham gap	6.49	eV
LUMO	0.0503	Eh
largest force on an atom	1.44	eV/Å